{
  "formula": "C34H28F5N3O3SV",
  "method": "ωB97M-V/def2-TZVPD",
  "total_energy_ha": -3543.37818,
  "multiplicity": 2,
  "lumo_energy_ev": [-7.90, -7.26],
  "gap_ev": [5.9, 6.5],
  "de_lowest_ev": 0.000,
  "charge": 2,
  "species": ["V", "S", "F", "F", "F", "F", "F", "O", "O", "O", "N", "N", "N", "C", "C", "C", "C", "C", "C", "C", "C", "C", "C", "C", "C", "C", "C", "C", "C", "C", "C", "C", "C", "C", "C", "C", "C", "C", "C", "C", "C", "C", "C", "C", "C", "C", "C", "H", "H", "H", "H", "H", "H", "H", "H", "H", "H", "H", "H", "H", "H", "H", "H", "H", "H", "H", "H", "H", "H", "H", "H", "H", "H", "H", "H"],
  "xyz": [[-2.268, -0.535, -0.603], [-3.307, 0.061, 1.277], [0.316, 4.321, 3.060], [1.011, 1.741, 3.491], [-2.081, 4.921, 1.944], [-3.767, 2.944, 1.239], [-0.617, -0.254, 2.699], [1.215, 3.447, -0.464], [2.870, -0.144, 2.953], [0.820, -2.581, -2.092], [-0.438, -1.058, -0.252], [0.677, 0.985, -0.258], [1.809, -0.906, 0.368], [-0.375, 1.770, -0.726], [-0.101, -5.201, 0.322], [-1.012, 1.015, 2.537], [-4.503, -0.572, -1.682], [1.617, 4.823, -0.502], [-0.857, -3.061, 1.084], [-2.222, 1.298, 1.924], [1.606, -3.314, -3.041], [-0.047, 3.142, -0.836], [4.636, 0.977, 1.890], [0.358, -3.253, -1.012], [-2.276, 3.574, -1.605], [-3.530, -0.456, -2.674], [5.310, 1.376, 0.750], [-2.621, -2.614, -2.049], [-0.155, 2.027, 2.936], [-1.646, 1.295, -1.028], [-2.588, 2.633, 1.770], [-4.526, -1.708, -0.859], [-0.998, 4.037, -1.272], [3.495, 0.180, 1.797], [-0.306, -2.474, -0.047], [-1.739, 3.659, 2.144], [0.461, -4.623, -0.812], [4.873, 0.982, -0.511], [-2.579, -1.468, -2.849], [-2.588, 2.241, -1.498], [-3.592, -2.733, -1.050], [-0.762, -4.435, 1.270], [0.689, -0.331, -0.059], [3.042, -0.184, 0.528], [3.737, 0.201, -0.617], [-0.512, 3.351, 2.718], [2.528, -1.506, 3.199], [-1.816, -1.363, -3.609], [-0.766, 5.089, -1.358], [1.511, -1.733, 2.867], [1.548, 1.482, -0.091], [1.560, 5.208, -1.520], [0.995, 5.417, 0.168], [2.646, 4.837, -0.160], [-1.894, -3.400, -2.190], [3.367, -0.116, -1.585], [1.016, -4.100, -3.513], [-1.181, -4.893, 2.155], [-1.340, -2.431, 1.823], [1.916, -2.592, -3.789], [5.416, 1.275, -1.398], [3.247, -2.181, 2.728], [-3.027, 4.281, -1.931], [-0.011, -6.270, 0.463], [-3.502, 0.418, -3.308], [-3.606, 1.944, -1.706], [-5.237, 0.209, -1.536], [1.771, -1.895, 0.565], [-5.269, -1.787, -0.075], [0.973, -5.245, -1.532], [2.575, -1.642, 4.277], [4.975, 1.260, 2.877], [-3.605, -3.606, -0.410], [6.197, 1.987, 0.846], [2.483, -3.747, -2.558]],
  "mulliken_charge": [-1.1103, -0.4275, -0.3756, -0.3602, -0.3620, -0.4354, -0.3469, -0.3770, -0.4430, -0.1877, 1.9271, 0.7893, 0.7716, -0.9477, -0.9888, -0.0876, 0.0960, -1.0217, 0.2505, 0.6757, -1.1050, 1.1277, -0.5254, 0.6309, -1.5456, -1.1354, -0.5844, -0.4509, 0.5595, 1.6273, 0.2482, -0.8773, -0.2970, 0.7087, -1.1954, 0.6407, -0.3268, -0.9884, 0.0767, -0.1381, 0.1236, -1.2898, -0.8205, -0.9609, 0.1768, 0.4503, -0.6958, 0.4439, 0.5568, 0.1390, 0.2068, 0.3957, 0.4017, 0.2692, 0.5080, 0.5188, 0.3843, 0.5324, 0.4738, 0.2804, 0.4572, 0.3512, 0.4466, 0.4763, 0.5512, 0.1713, 0.3986, 0.3514, 0.4496, 0.5326, 0.3224, 0.5228, 0.5014, 0.4581, 0.4262]
}